(1)
Formula: C3H2N2OS
Source: the OMol25 dataset
Level of theory: ωB97M-V with the def2-TZVPD basis set

Structure (XYZ):
```
9
Properties=species:S:1:pos:R:3:nbo_charge:R:1
C 2.91 -0.33 0.19 -0.174
C 2.97 1.08 -0.07 0.427
C -0.27 0.48 -0.25 -0.115
N 1.73 1.62 -0.16 -0.191
N 0.67 1.10 0.20 -0.096
O 4.08 1.57 -0.08 -0.545
S 3.44 -1.77 0.03 0.332
H -0.56 0.10 -1.32 0.177
H -1.05 0.18 0.40 0.185
```

Energy above the lowest of the compared OMol25 structures with the same formula, charge and spin in eV: 4.857

(2)
Formula: C3H2N2S
Source: the OMol25 dataset
Level of theory: ωB97M-V with the def2-TZVPD basis set

Structure (XYZ):
```
8
Properties=species:S:1:pos:R:3:nbo_charge:R:1
S -2.37 0.01 -0.03 0.261
C -0.78 0.07 0.10 -0.272
C 0.09 -1.14 0.05 -0.003
N 1.38 -0.80 -0.06 -0.209
N 1.46 0.60 -0.02 -0.216
C 0.29 1.14 0.04 -0.003
H -0.28 -2.12 0.02 0.216
H 0.20 2.23 -0.08 0.226
```

Energy above the lowest of the compared OMol25 structures with the same formula, charge and spin in eV: 1.457
Structure (SMILES): S=C1C=NN=C1

Total energy for every record listed, in sequence, given in Ha: -698.26270, -623.11955.